No. 1
This record from OMol25 describes one molecule with the formula C5H9NS in a non-equilibrium geometry. The level of theory is ωB97M-V/def2-TZVPD.

```
16
Properties=species:S:1:pos:R:3:forces:R:3
C 1.68030 0.10394 -1.49161 0.76 -1.23 0.79
N 1.18207 0.50236 -0.17402 0.07 0.39 0.23
C -0.21388 0.80729 0.07293 -1.28 1.99 -0.56
C -1.62162 0.44882 -0.35935 0.52 -0.58 -0.56
S -2.10399 -0.36666 1.27859 -0.10 -0.46 -0.24
C -0.33271 -0.70033 1.81217 0.83 0.15 1.94
C 0.32195 -0.46062 0.50086 0.45 -1.20 -0.44
H 0.91256 0.01670 -2.26151 -0.13 -0.09 0.07
H 2.40936 0.86134 -1.79093 -0.02 -0.30 -0.14
H 2.17594 -0.90871 -1.33111 -0.37 1.33 -0.58
H -0.35077 1.61759 0.81805 0.64 -0.69 -0.17
H -1.63007 -0.22620 -1.23787 -0.36 0.22 0.63
H -2.29102 1.28613 -0.48639 -0.17 0.21 -0.16
H -0.07702 0.04489 2.61454 -0.13 -0.72 -0.84
H -0.14369 -1.71663 2.21040 -0.63 0.44 -0.19
H 0.08261 -1.30991 -0.17473 -0.09 0.55 0.22
```
Forces are in eV/Å.

HOMO level, eV: -8.65
Energy above the lowest of the compared OMol25 structures with the same formula, charge and spin, kcal/mol: 82.6
Orbital gap, eV: 9.6

Atomic partial charges in e from the natural (NBO) method, atoms 1 to 2: atom 1 (C): -0.42, atom 2 (N): -0.35

***

No. 2
This record from OMol25 describes one molecule with the formula C5H9NS in a non-equilibrium geometry. The level of theory is ωB97M-V/def2-TZVPD.

```
16
Properties=species:S:1:pos:R:3:forces:R:3
C 0.28539 -0.84450 -1.48466 -1.69 -0.22 0.62
C 0.09744 -0.02409 -0.17108 1.83 -1.65 -1.50
C 1.33046 0.86399 -0.03019 0.17 -1.72 0.00
N -0.15075 -0.97284 0.93304 -1.79 0.14 -0.50
C -1.35425 -0.19550 1.33958 -0.81 -0.52 0.00
C -1.17053 0.69075 0.11051 -1.17 0.73 0.39
S -1.93710 1.98904 -0.48920 0.49 -0.93 0.24
H 0.57658 -0.22337 -2.27650 0.27 1.16 -1.25
H 1.10610 -1.52822 -1.35153 0.15 -0.48 0.35
H -0.63222 -1.38961 -1.82467 0.76 0.34 0.61
H 1.43598 1.38825 -0.94666 0.13 0.92 -0.63
H 1.18574 1.50594 0.80322 0.37 0.74 0.73
H 2.22861 0.20653 0.05588 -0.59 0.54 0.25
H 0.53903 -1.06158 1.63306 0.90 0.14 0.74
H -1.20506 0.34777 2.26504 -0.11 0.37 0.24
H -2.33541 -0.75255 1.43417 1.09 0.44 -0.29
```
Forces are in eV/Å.

HOMO level, eV: -8.72
Energy above the lowest of the compared OMol25 structures with the same formula, charge and spin, kcal/mol: 34.5
Orbital gap, eV: 8.5

Atomic partial charges in e from the natural (NBO) method, atoms 1 to 2: atom 1 (C): -0.58, atom 2 (C): 0.00

***

No. 3
This record from OMol25 describes one molecule with the formula C5H9NS in a non-equilibrium geometry. The level of theory is ωB97M-V/def2-TZVPD.

```
16
Properties=species:S:1:pos:R:3:forces:R:3
C 0.51353 1.15571 -1.82604 -1.30 1.75 -0.94
C 0.69058 -0.23947 -1.25176 0.67 0.25 1.63
C -0.53333 -0.50383 -0.43539 -1.59 0.79 0.00
S -1.97536 -1.00938 -1.07966 0.99 -0.18 0.32
N -0.51522 0.12309 0.80861 0.81 -1.54 0.33
C -1.09075 -0.47070 1.99436 1.41 1.98 0.72
C 0.44495 -0.33058 1.84939 -1.90 1.41 -0.04
H -0.17451 0.91606 -2.73044 1.25 1.20 1.20
H 1.54641 1.57550 -2.14891 -2.03 -0.40 0.45
H -0.12864 1.90046 -1.10986 2.00 -1.75 -1.70
H 0.72613 -0.90424 -2.08507 0.32 -0.75 -0.27
H 1.61440 -0.28117 -0.61463 -0.78 -0.21 -0.55
H -1.64008 0.22006 2.67030 0.56 -0.48 -0.62
H -1.48364 -1.44426 1.96853 -0.47 -1.15 -0.42
H 0.97404 0.48758 2.32628 -0.15 -0.13 0.15
H 1.03149 -1.19484 1.66429 0.21 -0.78 -0.25
```
Forces are in eV/Å.

HOMO level, eV: -8.47
Energy above the lowest of the compared OMol25 structures with the same formula, charge and spin, kcal/mol: 47.1
Orbital gap, eV: 8.8

Atomic partial charges in e from the natural (NBO) method, atoms 1 to 2: atom 1 (C): -0.60, atom 2 (C): -0.50

***

No. 4
This record from OMol25 describes one molecule with the formula C5H9NS in a non-equilibrium geometry. The level of theory is ωB97M-V/def2-TZVPD.

```
16
Properties=species:S:1:pos:R:3:forces:R:3
N -0.05146 -1.73338 0.32113 2.72 0.25 -0.36
C -0.19601 -0.49928 -0.47221 2.00 0.32 0.31
C 1.09481 0.38483 -0.30123 0.68 -0.07 -1.79
C 0.83767 1.06013 1.03739 -0.38 0.44 1.74
S -0.97037 0.72499 1.61049 0.74 0.27 1.18
C -1.28744 0.45309 -0.04448 -0.41 0.69 -2.44
C -1.44419 -0.54939 -1.20450 -1.52 -2.17 2.28
H 0.13110 -1.41267 1.30384 -0.01 -0.65 -0.93
H 0.91467 -2.08664 -0.08750 -2.52 0.41 1.48
H 2.01326 -0.26961 -0.24221 -0.91 0.67 -0.11
H 1.31716 1.17901 -1.10517 -0.67 -1.30 1.02
H 0.95947 2.12777 1.08500 -0.24 0.62 -0.79
H 1.51256 0.79810 1.83703 0.20 -0.83 0.29
H -1.14963 1.40576 -0.61624 0.02 -0.61 0.73
H -1.65189 -0.10869 -2.09620 -0.41 1.43 -2.34
H -2.02972 -1.47403 -1.02515 0.72 0.53 -0.25
```
Forces are in eV/Å.

HOMO level, eV: -8.58
Energy above the lowest of the compared OMol25 structures with the same formula, charge and spin, kcal/mol: 79.2
Orbital gap, eV: 9.5

Atomic partial charges in e from the natural (NBO) method, atoms 1 to 2: atom 1 (N): -0.83, atom 2 (C): 0.08